1.
{
  "formula": "C29H26GdN2O3S4",
  "method": "ωB97M-V/def2-TZVPD",
  "elements": ["Gd", "O", "C", "C", "C", "C", "C", "C", "C", "C", "N", "H", "H", "H", "H", "H", "H", "H", "H", "H", "H", "H", "S", "C", "S", "S", "O", "C", "O", "C", "C", "C", "C", "S", "C", "C", "H", "H", "H", "H", "H", "N", "C", "C", "C", "C", "C", "C", "C", "C", "C", "C", "C", "C", "C", "H", "H", "H", "H", "H", "H", "H", "H", "H", "H"],
  "positions_angstrom": [[-1.3811, -0.2077, 0.2571], [-3.5535, 0.6626, 1.2992], [-4.6756, 1.2947, 0.6972], [-4.3883, 2.7926, 0.5682], [-3.0871, 3.0863, -0.1962], [-3.1302, 2.4533, -1.5527], [-3.6902, 3.1216, -2.6362], [-3.7594, 2.4804, -3.8582], [-3.2735, 1.1866, -3.9552], [-2.7425, 0.5880, -2.8234], [-2.6708, 1.2050, -1.6463], [-3.8254, -0.2234, 1.6103], [-5.5650, 1.1544, 1.3255], [-4.8728, 0.8447, -0.2904], [-4.2963, 3.2144, 1.5688], [-5.2322, 3.2639, 0.0599], [-2.2357, 2.6825, 0.3653], [-2.9635, 4.1657, -0.2901], [-4.0646, 4.1246, -2.5102], [-4.1889, 2.9776, -4.7155], [-3.3093, 0.6464, -4.8887], [-2.3713, -0.4317, -2.8542], [-4.3199, -3.9737, 1.2970], [-3.3135, -2.7177, 0.9313], [-2.2267, -2.0549, 2.1148], [-3.3028, -1.9744, -0.6339], [5.3092, -0.7377, 4.9837], [4.0528, -0.5603, 5.4766], [3.8508, -0.7868, 6.6446], [3.0314, -0.0948, 4.5241], [3.3362, 0.3909, 3.2450], [2.3482, 0.8603, 2.4150], [1.0074, 0.8434, 2.8198], [-0.1910, 1.6429, 1.8551], [0.6893, 0.3121, 4.0770], [1.6845, -0.1285, 4.9154], [5.3267, -0.5718, 4.0317], [4.3588, 0.4459, 2.8863], [2.5941, 1.2647, 1.4431], [-0.3504, 0.2753, 4.3750], [1.4561, -0.5086, 5.9015], [0.0421, -0.1005, -1.4523], [1.1100, -0.7423, -1.5819], [1.9737, -0.6116, -2.7871], [2.8787, -1.5982, -3.1651], [3.6264, -1.4504, -4.3201], [3.4828, -0.3182, -5.1047], [2.5752, 0.6639, -4.7392], [1.8213, 0.5140, -3.5931], [1.5753, -1.6494, -0.4640], [0.6527, -2.5288, 0.1235], [0.9750, -3.2112, 1.2869], [2.2158, -3.0284, 1.8761], [3.1484, -2.2006, 1.2788], [2.8332, -1.5126, 0.1190], [2.9860, -2.4891, -2.5614], [4.3229, -2.2240, -4.6135], [4.0600, -0.2079, -6.0112], [2.4526, 1.5453, -5.3528], [1.0945, 1.2550, -3.2923], [-0.2894, -2.7428, -0.3989], [0.2601, -3.8884, 1.7327], [2.4542, -3.5374, 2.7977], [4.1275, -2.0922, 1.7221], [3.5569, -0.8503, -0.3350]],
  "atomic_forces_ev_per_a": [[-0.6, -0.1, -0.1], [-0.4, 0.0, 0.2], [-0.2, 0.3, -0.3], [0.2, -0.4, 0.1], [-0.1, -0.2, 0.1], [0.1, 0.2, 0.1], [0.1, -0.2, 0.0], [0.0, -0.1, 0.1], [0.0, -0.1, 0.0], [-0.1, -0.2, -0.2], [0.1, 0.0, 0.1], [0.3, 0.2, 0.0], [0.1, 0.0, -0.1], [0.0, 0.1, 0.3], [-0.1, 0.1, 0.1], [0.0, 0.0, 0.0], [-0.1, 0.2, -0.1], [0.1, 0.0, 0.0], [0.0, 0.2, 0.0], [0.0, 0.0, -0.1], [0.0, -0.1, 0.0], [0.0, 0.1, 0.0], [-0.2, -0.2, 0.0], [-0.1, -0.2, 0.1], [0.2, -0.1, 0.4], [0.0, 0.1, -0.6], [0.6, 0.0, -0.3], [-0.9, 0.5, -1.1], [-0.1, -0.2, 0.7], [1.6, -0.9, 1.5], [-0.2, 1.1, -2.3], [2.4, -0.3, 0.2], [-2.0, 1.1, -2.1], [0.9, 0.0, 0.9], [0.3, -1.1, 2.5], [-2.4, 0.3, 0.0], [-0.1, -0.1, 0.2], [0.0, 0.1, -0.1], [0.0, 0.0, 0.0], [0.0, -0.1, 0.1], [-0.1, 0.0, 0.0], [-0.2, 0.1, -0.4], [0.3, -0.4, 0.5], [0.1, 0.1, -0.3], [-0.1, 0.1, 0.1], [0.1, 0.0, -0.2], [0.0, -0.1, -0.1], [0.0, 0.1, 0.0], [0.0, 0.0, 0.1], [-0.2, -0.1, 0.2], [0.1, -0.1, -0.5], [0.0, -0.1, 0.0], [-0.1, -0.1, 0.0], [0.1, 0.0, -0.1], [-0.1, -0.1, -0.2], [0.0, 0.0, 0.1], [0.0, 0.0, 0.0], [0.1, 0.0, -0.1], [0.0, 0.1, -0.1], [0.0, 0.0, 0.0], [0.2, 0.2, 0.3], [-0.1, 0.1, 0.0], [0.0, -0.1, 0.1], [0.1, 0.1, 0.1], [0.1, 0.1, 0.0]],
  "mulliken_spin": [5.527, -0.030, 0.001, -0.003, -0.013, 0.001, -0.002, 0.000, -0.002, 0.000, -0.032, -0.005, 0.000, 0.001, 0.001, 0.000, -0.004, 0.002, 0.000, 0.000, 0.000, 0.001, -0.001, 0.005, -0.053, -0.031, 0.017, 0.061, 0.145, 0.325, 0.133, 0.120, 0.332, 0.380, 0.142, 0.071, -0.002, 0.036, 0.006, 0.016, 0.027, -0.144, -0.043, -0.012, 0.000, -0.001, 0.002, -0.001, 0.003, 0.012, 0.016, 0.005, -0.007, -0.005, 0.005, 0.001, 0.000, 0.000, 0.000, 0.000, -0.012, 0.000, 0.006, -0.004, 0.006],
  "lumo_ev": [1.911, -0.322],
  "orbital_gap_ev": [4.2, 4.2],
  "total_energy_ev": -103793.0664,
  "de_lowest_kj_mol": 546.9,
  "total_charge": -1,
  "spin_multiplicity": 8
}

---

2.
{
  "formula": "C29H26N2NdO13S2",
  "method": "ωB97M-V/def2-TZVPD",
  "elements": ["Nd", "C", "C", "O", "C", "C", "C", "C", "C", "C", "O", "H", "H", "H", "H", "H", "H", "H", "O", "S", "O", "O", "C", "C", "C", "C", "C", "C", "S", "O", "O", "O", "H", "H", "H", "H", "O", "C", "C", "C", "C", "C", "C", "C", "C", "N", "H", "H", "H", "H", "H", "H", "H", "H", "H", "H", "H", "O", "C", "O", "C", "C", "C", "C", "C", "C", "N", "O", "O", "H", "H", "H", "H"],
  "positions_angstrom": [[-0.3099, 0.2668, 0.6494], [4.2405, 0.6632, 0.9563], [2.8850, 1.0422, 0.4028], [1.9686, 0.2341, 0.6249], [2.7178, 2.2614, -0.3490], [3.8775, 2.9924, -0.7065], [3.8304, 4.1410, -1.4446], [2.5676, 4.6270, -1.8484], [1.4211, 3.9718, -1.5149], [1.4248, 2.7547, -0.7548], [0.3131, 2.2047, -0.4877], [4.1076, -0.2050, 1.5966], [4.6638, 1.4770, 1.5439], [4.9346, 0.4219, 0.1488], [4.8446, 2.6200, -0.3952], [4.7379, 4.6667, -1.7092], [2.5094, 5.5412, -2.4294], [0.4486, 4.3437, -1.8113], [-3.8971, 2.1059, 2.9793], [-2.7012, 1.3117, 2.9660], [-2.8981, -0.0836, 3.3525], [-1.9659, 1.3989, 1.6793], [-1.6588, 1.9203, 4.2973], [-2.3177, 2.6955, 5.2383], [-1.6924, 3.0460, 6.4282], [-0.4087, 2.6089, 6.6912], [0.2709, 1.8524, 5.7452], [-0.3399, 1.5097, 4.5505], [0.7290, 0.8201, 3.2969], [0.6928, 1.8629, 2.2726], [2.0081, 0.5868, 3.9086], [0.0993, -0.4160, 2.7666], [-3.3306, 3.0048, 5.0237], [-2.2191, 3.6577, 7.1498], [0.0774, 2.8701, 7.6226], [1.2914, 1.5350, 5.9052], [-2.0053, -1.5455, 1.3353], [-1.5817, -2.7856, 1.8994], [-2.0244, -3.9065, 0.9761], [-1.6600, -3.6111, -0.4832], [-0.1796, -3.6374, -0.7405], [0.3875, -4.7245, -1.4052], [1.7393, -4.7275, -1.6904], [2.4941, -3.6342, -1.3003], [1.8589, -2.6035, -0.6305], [0.5569, -2.5917, -0.3388], [-2.4219, -1.0369, 2.0696], [-2.0217, -2.9038, 2.8922], [-0.4963, -2.7875, 2.0180], [-3.1094, -4.0191, 1.0439], [-1.5685, -4.8470, 1.3026], [-2.0413, -2.6207, -0.7364], [-2.1432, -4.3377, -1.1385], [-0.2466, -5.5502, -1.7019], [2.1918, -5.5592, -2.2165], [3.5531, -3.5697, -1.5095], [2.4153, -1.7344, -0.3075], [0.4752, -0.1713, -1.7526], [-0.7246, -0.1623, -2.0840], [-1.6885, -0.1697, -1.2608], [-1.0571, -0.1493, -3.5575], [-0.0537, 0.0975, -4.4861], [-0.3381, 0.1127, -5.8447], [-1.6278, -0.1322, -6.2870], [-2.6085, -0.3849, -5.3433], [-2.3543, -0.3906, -3.9849], [-3.9795, -0.6624, -5.8162], [-4.2144, -0.4998, -7.0008], [-4.8181, -0.9520, -4.9883], [0.9462, 0.2785, -4.1137], [0.4456, 0.3122, -6.5636], [-1.8834, -0.1318, -7.3358], [-3.1382, -0.5728, -3.2642]],
  "atomic_forces_ev_per_a": [[-0.5, -0.5, -2.9], [0.0, 0.0, 0.0], [0.0, 0.0, -0.1], [1.3, 0.0, -0.1], [0.0, 0.1, 0.1], [0.0, 0.0, 0.0], [0.0, 0.0, 0.0], [0.0, 0.0, 0.0], [0.0, 0.0, 0.0], [0.0, 0.0, 0.0], [0.1, 0.2, 0.1], [0.0, 0.0, 0.0], [0.0, 0.0, 0.0], [0.0, 0.0, 0.0], [0.0, 0.0, 0.0], [0.0, 0.0, 0.0], [0.0, 0.0, 0.0], [0.0, 0.0, 0.0], [0.1, 0.2, 0.0], [-0.3, -0.2, -0.2], [0.0, -0.1, 0.0], [-1.1, 0.6, 1.1], [0.1, -0.1, 0.1], [0.1, 0.0, 0.0], [0.0, 0.0, 0.0], [0.0, 0.0, 0.0], [0.0, 0.0, 0.0], [-0.1, 0.1, -0.1], [0.3, 0.3, 1.1], [0.2, 0.0, 0.3], [0.0, 0.0, 0.1], [0.4, -0.1, 1.5], [0.0, 0.0, 0.0], [0.0, 0.0, 0.0], [0.0, 0.0, 0.0], [0.0, 0.0, 0.0], [0.0, -0.2, 0.4], [0.0, 0.0, -0.1], [0.0, 0.0, 0.0], [0.1, 0.0, 0.1], [0.0, 0.0, -0.1], [0.0, 0.0, 0.0], [0.0, 0.0, 0.0], [0.0, 0.0, 0.0], [0.0, 0.1, 0.1], [-0.1, -0.2, 0.0], [-0.1, 0.0, 0.0], [0.0, 0.0, 0.0], [0.0, 0.0, 0.0], [0.0, 0.0, 0.0], [0.0, 0.0, 0.0], [0.0, 0.0, 0.0], [0.0, 0.0, 0.0], [0.0, 0.0, 0.0], [0.0, 0.0, 0.0], [0.0, 0.0, 0.0], [0.0, 0.0, 0.0], [0.0, -0.1, -0.3], [-0.1, -0.1, -0.3], [-0.1, -0.1, -0.6], [0.0, 0.0, 0.0], [0.0, 0.0, 0.0], [0.0, 0.0, 0.0], [0.0, 0.0, 0.0], [0.0, -0.2, -0.1], [0.0, 0.0, 0.0], [-0.1, 0.7, 0.1], [0.1, -0.3, 0.0], [0.1, -0.2, 0.0], [0.0, 0.0, 0.0], [0.0, 0.0, 0.0], [0.0, 0.0, 0.0], [0.0, 0.0, 0.0]],
  "mulliken_spin": [3.017, 0.000, 0.000, -0.001, 0.005, 0.000, 0.000, 0.000, -0.001, -0.002, -0.008, 0.000, 0.000, 0.000, 0.000, 0.000, 0.000, 0.000, 0.000, 0.001, 0.000, -0.001, 0.000, 0.000, 0.000, 0.000, 0.000, 0.001, 0.000, 0.000, 0.000, -0.001, 0.000, 0.000, 0.000, 0.000, 0.000, 0.000, 0.000, -0.001, 0.001, 0.000, 0.000, 0.000, 0.001, -0.002, 0.000, 0.000, 0.000, 0.000, 0.000, 0.000, 0.000, 0.000, 0.000, 0.000, 0.000, 0.002, -0.009, -0.003, -0.001, 0.000, 0.000, 0.000, 0.000, 0.001, 0.000, 0.000, 0.000, 0.000, 0.000, 0.000, 0.000],
  "lumo_ev": [1.712, 1.712],
  "orbital_gap_ev": [7.0, 7.0],
  "total_energy_ev": -97046.4486,
  "de_lowest_kj_mol": 0.0,
  "total_charge": -1,
  "spin_multiplicity": 4
}

---

3.
{
  "formula": "C29H26NO4PPdS4",
  "method": "ωB97M-V/def2-TZVPD",
  "elements": ["Pd", "O", "C", "O", "C", "P", "C", "C", "C", "C", "C", "C", "C", "C", "C", "C", "C", "C", "H", "H", "H", "H", "H", "H", "H", "H", "H", "H", "H", "H", "S", "S", "S", "S", "C", "C", "C", "C", "C", "C", "N", "C", "C", "C", "C", "C", "C", "C", "O", "O", "C", "C", "H", "H", "H", "H", "H", "H", "H", "H", "H", "H", "H", "H", "H", "H"],
  "positions_angstrom": [[-0.3966, 0.3943, -0.3873], [3.4831, 1.7592, -1.6866], [2.3156, 1.7028, -1.2712], [1.7913, 0.8069, -0.5355], [1.4012, 2.8928, -1.6682], [-0.3668, 2.5061, -1.3574], [-1.2893, 3.1133, -2.8201], [-0.7002, 3.3460, -4.0582], [-1.4545, 3.8130, -5.1323], [-2.8139, 4.0358, -4.9876], [-3.4256, 3.7423, -3.7738], [-2.6749, 3.2650, -2.7077], [-0.7677, 3.8162, -0.1103], [-1.4152, 5.0249, -0.3739], [-1.5937, 5.9682, 0.6349], [-1.1274, 5.7231, 1.9190], [-0.4746, 4.5277, 2.1883], [-0.2916, 3.5895, 1.1811], [1.6132, 3.1455, -2.7021], [1.6829, 3.7410, -1.0525], [0.3586, 3.1651, -4.1973], [-0.9728, 4.0087, -6.0840], [-3.3970, 4.4214, -5.8161], [-4.4929, 3.8895, -3.6568], [-3.1560, 2.9935, -1.7747], [-1.7794, 5.2530, -1.3659], [-2.1064, 6.8999, 0.4099], [-1.2659, 6.4640, 2.7002], [-0.1169, 4.3006, 3.1867], [0.2019, 2.6545, 1.4074], [-2.8323, 0.7248, -0.3425], [-3.0115, 1.4146, 1.5781], [-2.0300, 0.0090, 2.7560], [-0.0650, 0.2658, 2.3143], [3.1122, -1.7196, 4.5732], [2.8016, -2.1783, 3.1687], [3.6478, -1.8011, 2.1297], [3.3723, -2.1829, 0.8265], [2.2783, -2.9804, 0.5495], [1.4205, -3.3571, 1.5783], [0.3409, -4.2196, 1.3739], [-0.1853, -4.7128, 0.1861], [-0.6174, -6.0474, 0.1925], [-1.0849, -6.6642, -0.9561], [-1.1151, -5.9661, -2.1531], [-0.7635, -4.6212, -2.1514], [-0.3433, -3.9616, -1.0033], [-0.3269, -2.4279, -1.0774], [-0.8061, -1.8473, -0.0483], [0.0724, -1.9122, -2.1362], [1.6679, -2.9401, 2.8956], [0.6535, -3.2711, 3.9605], [4.1185, -1.3026, 4.6180], [3.0522, -2.5391, 5.2938], [2.4079, -0.9412, 4.8890], [4.5029, -1.1655, 2.3353], [4.0020, -1.8330, 0.0174], [2.0850, -3.2911, -0.4678], [0.0046, -4.6683, 2.2026], [-0.5732, -6.6040, 1.1236], [-1.4165, -7.6970, -0.9156], [-1.4373, -6.4527, -3.0657], [-0.8468, -4.0297, -3.0567], [-0.3414, -2.9665, 3.6172], [0.8535, -2.7302, 4.8848], [0.6340, -4.3461, 4.2016]],
  "atomic_forces_ev_per_a": [[-1.2, 1.8, -0.8], [-0.5, -0.1, 0.3], [0.2, -0.2, -0.1], [0.1, -0.2, -0.2], [-0.1, -0.5, -0.1], [0.0, -0.4, 1.2], [-0.2, -0.5, -0.1], [0.1, 0.1, -0.1], [0.1, 0.0, 0.0], [0.0, 0.0, 0.1], [0.1, 0.0, 0.0], [-0.1, 0.1, 0.0], [0.0, 0.1, -0.1], [0.1, 0.0, 0.1], [0.0, 0.0, -0.1], [0.1, 0.0, 0.0], [0.0, 0.0, -0.1], [0.0, 0.0, 0.0], [0.0, 0.1, 0.0], [0.0, 0.2, 0.1], [-0.1, 0.0, 0.0], [0.0, 0.0, 0.0], [0.0, 0.0, 0.0], [0.0, -0.1, 0.0], [0.0, 0.1, 0.0], [0.0, 0.0, -0.1], [0.1, -0.1, 0.0], [0.0, -0.1, 0.0], [0.0, 0.0, -0.1], [0.0, -0.2, 0.1], [1.4, -0.5, -0.1], [0.1, 0.0, 0.3], [-0.4, 0.1, -0.1], [0.3, 0.0, 0.3], [-0.1, 0.1, -0.1], [0.1, 0.0, 0.0], [0.0, 0.0, 0.0], [0.0, 0.1, 0.1], [0.0, 0.0, -0.1], [0.0, -0.1, 0.0], [-0.1, 0.3, -0.1], [-0.1, 0.0, -0.4], [0.1, 0.1, -0.1], [0.0, -0.1, 0.0], [0.0, 0.1, 0.0], [0.0, -0.2, -0.1], [-0.2, 0.0, 0.4], [0.0, 0.2, 0.3], [0.8, -0.1, -1.0], [-0.1, -0.2, 0.4], [-0.1, 0.0, 0.0], [0.0, 0.1, 0.0], [0.0, 0.0, 0.0], [0.0, 0.0, 0.0], [0.0, -0.1, 0.0], [0.0, 0.0, 0.0], [0.0, 0.0, 0.0], [0.0, 0.0, 0.0], [-0.1, -0.1, 0.1], [0.1, 0.0, 0.0], [0.0, 0.0, 0.0], [0.0, 0.0, 0.0], [0.0, 0.0, 0.1], [0.1, -0.1, 0.0], [0.0, -0.1, -0.1], [0.0, 0.1, 0.0]],
  "lowdin_charge": [0.427, -0.039, -0.720, -0.163, -0.223, 0.984, -0.339, -0.083, -0.102, -0.114, -0.089, -0.135, -0.338, -0.090, -0.110, -0.112, -0.079, -0.135, 0.059, 0.088, 0.091, 0.093, 0.089, 0.097, 0.048, 0.090, 0.089, 0.088, 0.104, 0.011, 0.028, -0.167, -0.222, -0.079, -0.068, -0.256, -0.071, -0.074, -0.014, -0.194, 0.103, -0.184, -0.046, -0.132, -0.121, -0.038, -0.072, -0.660, -0.154, -0.037, -0.198, -0.053, 0.064, 0.068, 0.079, 0.097, 0.105, 0.110, 0.105, 0.098, 0.085, 0.082, 0.111, 0.082, 0.062, 0.076],
  "lumo_ev": 4.338,
  "orbital_gap_ev": 5.1,
  "total_energy_ev": -96289.1577,
  "total_charge": -2
}